1.
The following is a quantum chemistry calculation of C30H79N3O20V as an isolated structure at a distorted geometry, from OMol25.

Summary:
Total charge = -1
Total energy = -3803.27463 Ha

Last column: Mulliken charge in e.
Cartesian coordinates (Å):
1 O 2.24 5.04 -0.12  -0.731
2 V 1.48 4.07 -1.20  1.168
3 O 0.14 4.77 -1.79  -0.714
4 O 0.06 2.93 0.43  1.043
5 C 0.53 1.59 0.58  1.614
6 C 1.48 1.12 -0.61  -1.069
7 O 2.34 1.99 -1.25  -0.733
8 H -0.29 0.89 0.71  -0.201
9 H 1.08 1.56 1.51  -0.913
10 H 0.75 0.84 -1.38  0.380
11 H 1.93 0.13 -0.52  0.337
12 C -6.13 -4.67 -8.73  -0.717
13 O -5.86 -3.87 -7.56  -0.293
14 C -4.88 -4.44 -6.68  -0.665
15 C -4.81 -3.65 -5.33  -0.605
16 N -4.48 -2.23 -5.56  -0.236
17 C -4.83 -1.37 -4.42  -0.968
18 C -3.62 -1.10 -3.43  0.769
19 O -2.58 -0.64 -4.28  -0.518
20 C -1.38 -0.24 -3.53  -0.323
21 H -6.52 -5.64 -8.40  0.283
22 H -5.18 -4.75 -9.27  0.293
23 H -6.80 -4.24 -9.47  0.249
24 H -3.87 -4.40 -7.08  0.319
25 H -5.18 -5.45 -6.39  0.377
26 H -4.07 -4.07 -4.65  0.303
27 H -5.75 -3.75 -4.79  0.462
28 H -3.47 -2.22 -5.61  0.263
29 H -5.70 -1.79 -3.91  0.303
30 H -5.18 -0.48 -4.93  0.373
31 H -3.34 -2.09 -3.06  -0.189
32 H -3.65 -0.45 -2.56  -0.008
33 H -0.68 0.04 -4.32  0.385
34 H -0.85 -1.00 -2.96  -0.053
35 H -1.63 0.58 -2.84  0.222
36 C 5.02 -5.49 2.75  -0.769
37 O 4.19 -4.32 2.58  -0.266
38 C 4.83 -3.09 2.20  -0.993
39 C 3.77 -1.99 2.05  0.795
40 N 3.18 -1.64 3.33  -0.367
41 C 2.10 -0.63 3.28  0.144
42 C 0.78 -1.26 2.92  0.870
43 O 0.50 -2.38 3.89  -0.592
44 C -0.73 -3.07 3.62  -0.558
45 H 5.89 -5.20 3.33  0.301
46 H 5.39 -5.79 1.77  0.293
47 H 4.46 -6.27 3.28  0.217
48 H 5.39 -3.20 1.28  0.436
49 H 5.59 -2.87 2.95  0.388
50 H 3.08 -2.46 1.34  -0.319
51 H 4.06 -1.13 1.45  -0.080
52 H 2.58 -2.44 3.50  0.410
53 H 2.37 0.16 2.57  -0.655
54 H 1.98 -0.10 4.22  0.217
55 H 0.87 -1.63 1.90  -0.061
56 H 0.03 -0.47 2.98  -0.099
57 H -0.80 -3.88 4.34  0.301
58 H -0.69 -3.42 2.59  0.069
59 H -1.56 -2.37 3.76  0.240
60 C -3.29 0.97 -0.04  -0.002
61 O -4.65 0.84 0.24  -0.481
62 C -4.99 -0.23 1.12  -0.381
63 C -5.05 -1.62 0.34  -0.452
64 N -3.69 -2.25 0.44  -0.232
65 C -3.52 -3.48 -0.37  -0.355
66 C -1.99 -3.85 -0.39  -0.287
67 O -1.35 -2.88 -1.16  0.070
68 C 0.01 -3.19 -1.28  -0.793
69 H -3.16 1.93 -0.55  0.459
70 H -2.87 0.24 -0.73  -0.511
71 H -2.78 1.08 0.92  0.202
72 H -6.02 -0.02 1.41  0.432
73 H -4.43 -0.30 2.05  0.153
74 H -5.13 -1.49 -0.74  0.111
75 H -5.88 -2.27 0.61  0.444
76 H -3.00 -1.57 0.18  0.144
77 H -3.84 -3.23 -1.38  0.023
78 H -4.17 -4.27 0.00  0.458
79 H -1.82 -4.85 -0.79  0.518
80 H -1.60 -3.86 0.62  -0.193
81 H 0.54 -3.04 -0.34  0.157
82 H 0.45 -2.58 -2.07  0.237
83 H 0.23 -4.19 -1.65  0.336
84 C -2.06 5.74 0.56  -0.578
85 C -1.02 5.96 1.71  -0.076
86 O -1.55 5.46 2.94  -0.643
87 O -2.39 4.42 0.26  -0.506
88 H -1.78 6.31 -0.33  0.291
89 H -2.97 6.25 0.87  0.343
90 H -0.89 6.99 2.05  0.448
91 H -0.03 5.54 1.55  -0.274
92 H -1.70 4.53 2.73  0.634
93 H -1.58 3.93 0.15  0.031
94 C 5.36 1.83 1.29  0.555
95 C 5.18 3.18 0.59  -0.265
96 O 4.90 3.04 -0.77  -0.545
97 O 5.45 2.09 2.67  -0.635
98 H 6.22 1.28 0.91  0.343
99 H 4.53 1.14 1.15  -0.451
100 H 6.09 3.74 0.81  0.373
101 H 4.32 3.71 1.00  -0.021
102 H 4.06 2.60 -0.87  0.405
103 H 5.65 1.25 3.09  0.302
104 C -2.01 1.92 3.63  0.323
105 C -0.98 2.23 4.70  -0.666
106 O 0.34 1.82 4.39  -0.271
107 O -1.96 2.94 2.66  -0.406
108 H -2.98 2.03 4.12  0.258
109 H -1.93 0.95 3.14  -0.143
110 H -1.19 1.84 5.69  0.430
111 H -0.96 3.32 4.80  0.248
112 H 0.78 2.40 3.77  0.225
113 H -1.39 2.64 1.94  -0.335
114 C 2.11 4.69 3.08  -0.240
115 C 3.26 4.95 4.06  -1.036
116 O 4.51 4.62 3.56  -0.557
117 O 2.01 3.35 2.77  -0.158
118 H 2.27 5.21 2.14  0.198
119 H 1.20 5.09 3.53  0.307
120 H 2.98 4.30 4.89  0.343
121 H 3.13 5.99 4.39  0.422
122 H 4.50 3.70 3.30  0.275
123 H 1.46 3.22 1.99  0.058
124 C 4.95 -0.89 -2.42  -0.445
125 C 5.24 0.54 -3.03  -0.383
126 O 4.03 1.13 -3.49  -0.587
127 O 4.34 -0.76 -1.12  -0.207
128 H 5.90 -1.42 -2.36  0.368
129 H 4.36 -1.44 -3.16  0.274
130 H 5.83 0.40 -3.93  0.421
131 H 5.77 1.12 -2.28  0.126
132 H 3.51 1.38 -2.72  0.177
133 H 3.55 -0.23 -1.22  0.064



2.
The following is a quantum chemistry calculation of C30H80AsF6N5O10 as an isolated structure at a distorted geometry, from OMol25.

Summary:
Total charge = +4
Total energy = -5050.75224 Ha

Last column: Mulliken charge in e.
Cartesian coordinates (Å):
1 C -0.05 4.64 6.17  -0.940
2 O 0.63 3.73 5.28  -0.214
3 C 1.99 3.42 5.55  -0.824
4 C 2.40 2.34 4.46  -0.165
5 N 1.49 1.06 4.62  -0.131
6 H 1.89 0.51 5.37  0.454
7 H 0.56 1.36 4.86  0.458
8 C 1.38 0.15 3.39  -0.158
9 C 2.66 -0.75 3.22  -0.552
10 O 3.88 -0.06 3.56  -0.344
11 C 5.12 -0.71 3.36  -0.743
12 H -1.05 4.29 6.38  0.339
13 H -0.18 5.51 5.51  0.276
14 H 0.34 5.14 7.06  0.409
15 H 1.92 3.13 6.60  0.455
16 H 2.66 4.28 5.59  0.448
17 H 3.42 2.01 4.65  0.413
18 H 2.21 2.74 3.47  0.045
19 H 1.33 0.85 2.55  -0.382
20 H 0.47 -0.43 3.53  0.430
21 H 2.72 -1.24 2.25  0.188
22 H 2.61 -1.54 3.97  0.684
23 H 5.87 -0.11 3.88  0.265
24 H 5.49 -0.82 2.34  0.224
25 H 5.04 -1.69 3.82  0.361
26 C -0.53 0.70 -5.46  -0.589
27 O 0.27 1.60 -4.64  -0.321
28 C -0.42 2.56 -3.90  0.103
29 C 0.34 3.54 -2.89  -0.787
30 N 1.49 2.77 -2.24  0.422
31 H 1.06 2.27 -1.47  -0.249
32 H 1.85 2.07 -2.87  0.333
33 C 2.65 3.60 -1.75  -0.755
34 C 3.52 2.71 -0.84  -0.238
35 O 3.69 1.50 -1.54  -0.287
36 C 4.28 0.52 -0.71  -0.610
37 H -0.92 1.25 -6.31  0.387
38 H -1.31 0.23 -4.86  0.090
39 H 0.07 -0.10 -5.90  0.213
40 H -1.15 2.10 -3.24  -0.245
41 H -0.88 3.18 -4.67  0.571
42 H -0.21 3.97 -2.05  0.375
43 H 0.79 4.38 -3.43  0.452
44 H 2.28 4.49 -1.25  0.411
45 H 3.15 3.94 -2.66  0.462
46 H 3.07 2.58 0.14  0.085
47 H 4.45 3.25 -0.66  0.452
48 H 4.11 0.45 0.36  0.187
49 H 5.36 0.56 -0.87  0.420
50 H 3.93 -0.47 -0.99  0.065
51 C -3.77 -0.67 -3.39  -0.924
52 O -3.03 -1.84 -2.92  0.053
53 C -3.61 -3.06 -3.41  -0.674
54 C -2.97 -4.27 -2.74  -0.606
55 N -2.93 -3.90 -1.26  0.312
56 H -2.43 -3.06 -0.99  -0.325
57 H -3.87 -3.62 -1.00  0.399
58 C -2.52 -5.10 -0.32  -0.682
59 C -2.27 -4.63 1.10  -0.659
60 O -1.20 -3.78 1.10  0.057
61 C -0.67 -3.41 2.39  -0.906
62 H -4.83 -0.69 -3.14  0.359
63 H -3.68 -0.51 -4.46  0.352
64 H -3.38 0.23 -2.90  0.091
65 H -3.47 -3.10 -4.49  0.433
66 H -4.68 -3.15 -3.19  0.470
67 H -1.95 -4.47 -3.09  0.323
68 H -3.59 -5.16 -2.67  0.413
69 H -1.52 -5.36 -0.67  0.329
70 H -3.22 -5.94 -0.35  0.469
71 H -1.96 -5.57 1.54  0.476
72 H -3.10 -4.09 1.56  0.426
73 H 0.09 -4.10 2.77  0.350
74 H -1.53 -3.49 3.05  0.461
75 H -0.29 -2.40 2.47  0.050
76 C -0.75 4.38 2.45  -0.292
77 O -2.00 3.72 2.70  -0.268
78 C -3.17 4.56 2.49  -0.756
79 C -4.36 3.68 1.99  -0.764
80 N -4.01 2.65 0.93  0.329
81 H -3.56 3.16 0.19  0.371
82 H -3.36 1.94 1.24  -0.089
83 C -5.27 1.97 0.44  -0.864
84 C -5.09 0.42 0.44  -0.053
85 O -4.52 0.13 1.75  -0.395
86 C -4.17 -1.22 1.92  -0.702
87 H -0.08 3.56 2.70  -0.224
88 H -0.63 5.14 3.22  0.309
89 H -0.53 4.67 1.42  0.360
90 H -3.06 5.32 1.72  0.461
91 H -3.43 5.09 3.40  0.422
92 H -5.20 4.25 1.60  0.480
93 H -4.72 3.01 2.77  0.477
94 H -5.49 2.51 -0.48  0.391
95 H -6.14 2.09 1.09  0.385
96 H -4.49 0.11 -0.42  -0.266
97 H -6.07 -0.06 0.42  0.777
98 H -4.98 -1.85 1.55  0.449
99 H -4.21 -1.42 2.99  0.409
100 H -3.23 -1.52 1.45  -0.063
101 C 4.42 -4.08 0.03  -0.802
102 O 3.51 -3.71 -0.98  -0.367
103 C 2.14 -3.58 -0.49  -0.425
104 C 1.32 -2.74 -1.40  1.620
105 N 1.58 -3.20 -2.84  0.101
106 H 2.56 -3.45 -2.93  0.602
107 H 1.30 -4.16 -3.00  0.429
108 C 1.21 -2.16 -3.88  -0.833
109 C 2.39 -1.17 -4.12  0.319
110 O 3.60 -1.95 -4.39  -0.437
111 C 4.70 -1.14 -4.66  -0.648
112 H 4.68 -3.33 0.77  0.207
113 H 5.33 -4.56 -0.35  0.344
114 H 4.05 -4.93 0.59  0.367
115 H 2.04 -3.05 0.46  0.004
116 H 1.67 -4.52 -0.24  0.546
117 H 1.71 -1.72 -1.46  -0.548
118 H 0.25 -2.69 -1.20  -1.129
119 H 0.25 -1.73 -3.59  0.015
120 H 0.94 -2.72 -4.77  0.531
121 H 2.47 -0.49 -3.27  -0.337
122 H 2.13 -0.54 -4.97  0.599
123 H 4.59 -0.64 -5.62  0.328
124 H 5.60 -1.74 -4.81  0.321
125 H 4.80 -0.33 -3.94  0.177
126 As -0.86 0.25 -0.07  2.350
127 F -0.09 1.86 -0.03  -0.912
128 F 0.58 -0.60 0.61  -0.473
129 F -1.80 -1.25 -0.30  -0.452
130 F -2.34 1.09 -0.68  -0.662
131 F -0.19 -0.12 -1.73  -0.080
132 F -1.40 0.46 1.58  -0.632



3.
The following is a quantum chemistry calculation of C30H80AsF6O30S10 as an isolated structure at a distorted geometry, from OMol25.

Summary:
Total charge = -2
Spin multiplicity = 2
Total energy = -10264.97262 Ha

Last column: Mulliken spin population.
Cartesian coordinates (Å):
1 As -0.04 -1.09 -0.73  1.079
2 F 1.32 0.05 -0.26  -0.079
3 F -0.11 -0.25 -2.28  -0.052
4 F -1.45 -2.04 -1.33  -0.066
5 F 0.01 -1.86 0.81  -0.076
6 F -1.13 0.20 -0.04  -0.068
7 F 1.30 -2.22 -1.46  -0.022
8 O -5.00 3.61 2.75  0.001
9 S -5.20 3.16 1.39  0.004
10 O -6.09 2.04 1.07  -0.001
11 O -5.41 4.51 0.50  0.000
12 C -6.51 4.69 -0.36  0.001
13 C -7.76 4.78 0.44  0.000
14 C -3.52 2.65 0.75  0.029
15 H -6.73 3.76 -0.89  0.000
16 H -6.35 5.51 -1.06  0.000
17 H -7.80 5.52 1.25  0.000
18 H -7.93 3.86 1.00  0.000
19 H -8.57 5.06 -0.23  0.000
20 H -3.53 2.59 -0.34  -0.007
21 H -3.25 1.66 1.10  -0.006
22 H -2.87 3.47 1.05  0.000
23 O -6.16 -2.67 2.43  -0.001
24 S -5.16 -2.57 1.36  -0.001
25 O -4.58 -3.78 0.73  0.004
26 O -5.74 -1.66 0.08  -0.001
27 C -4.98 -1.54 -1.12  -0.037
28 C -5.56 -0.50 -2.07  -0.004
29 C -3.80 -1.38 1.86  0.020
30 H -4.92 -2.54 -1.55  -0.001
31 H -3.93 -1.30 -1.02  0.042
32 H -5.46 -0.75 -3.13  0.002
33 H -5.05 0.44 -1.87  -0.001
34 H -6.63 -0.38 -1.92  0.000
35 H -3.23 -1.28 0.94  0.014
36 H -3.23 -1.79 2.69  0.000
37 H -4.30 -0.50 2.26  0.000
38 O -2.36 0.66 3.42  -0.007
39 S -1.21 1.33 4.03  -0.042
40 O -1.35 2.69 4.57  0.001
41 O -0.59 0.36 5.17  0.003
42 C 0.04 0.83 6.33  -0.004
43 C -0.87 0.51 7.45  0.001
44 C 0.28 1.41 2.84  -0.027
45 H 0.31 1.89 6.32  0.002
46 H 0.99 0.36 6.56  0.001
47 H -0.46 0.80 8.42  0.000
48 H -1.02 -0.57 7.52  0.000
49 H -1.79 1.11 7.45  0.000
50 H 1.01 1.93 3.46  0.005
51 H 0.07 2.04 1.98  0.017
52 H 0.61 0.41 2.54  0.017
53 O 3.68 4.11 -6.34  -0.002
54 S 3.35 3.43 -5.12  -0.016
55 O 2.69 4.09 -4.00  -0.001
56 O 2.50 1.97 -5.45  -0.031
57 C 2.05 1.27 -4.32  -0.026
58 C 1.22 0.15 -5.02  0.076
59 C 4.87 2.68 -4.46  -0.025
60 H 1.46 1.89 -3.65  0.050
61 H 2.91 0.85 -3.80  0.091
62 H 1.06 -0.72 -4.38  -0.014
63 H 1.83 -0.29 -5.81  -0.025
64 H 0.27 0.52 -5.39  0.054
65 H 5.31 2.04 -5.22  -0.009
66 H 4.76 2.19 -3.49  0.033
67 H 5.51 3.52 -4.19  -0.002
68 O -4.60 1.65 -7.36  -0.002
69 S -3.70 2.34 -6.44  0.010
70 O -3.64 3.81 -6.48  -0.002
71 O -4.01 1.83 -4.87  -0.003
72 C -3.38 2.49 -3.82  0.022
73 C -2.36 1.48 -3.19  0.006
74 C -1.95 1.72 -6.77  0.005
75 H -4.10 2.59 -3.01  0.000
76 H -2.97 3.49 -3.94  -0.001
77 H -2.93 0.61 -2.87  -0.008
78 H -2.00 1.80 -2.20  -0.011
79 H -1.48 1.30 -3.80  -0.015
80 H -1.99 0.70 -6.38  0.000
81 H -1.29 2.41 -6.24  -0.003
82 H -1.87 1.79 -7.85  0.001
83 O -3.03 -7.42 -0.92  -0.003
84 S -2.33 -6.70 -2.01  0.027
85 O -1.29 -7.21 -2.87  -0.005
86 O -3.50 -5.97 -2.94  -0.004
87 C -4.74 -5.54 -2.34  0.000
88 C -5.36 -4.58 -3.35  0.006
89 C -1.69 -5.19 -1.19  0.011
90 H -4.55 -5.07 -1.38  0.001
91 H -5.39 -6.41 -2.31  0.000
92 H -5.62 -5.15 -4.25  0.000
93 H -4.70 -3.76 -3.61  -0.004
94 H -6.25 -4.27 -2.80  0.001
95 H -0.90 -5.52 -0.52  -0.007
96 H -2.55 -4.80 -0.65  0.000
97 H -1.36 -4.44 -1.91  -0.006
98 O 5.98 1.47 0.27  0.015
99 S 5.67 0.07 0.53  -0.137
100 O 6.78 -0.85 0.81  0.010
101 O 4.59 0.04 1.84  0.057
102 C 4.90 0.89 2.94  0.053
103 C 6.40 0.84 3.33  0.010
104 C 4.53 -0.53 -0.77  0.069
105 H 4.25 0.58 3.76  0.017
106 H 4.60 1.93 2.81  -0.008
107 H 7.08 1.29 2.61  0.000
108 H 6.65 -0.23 3.36  0.003
109 H 6.56 1.21 4.34  0.001
110 H 5.10 -0.60 -1.69  0.036
111 H 3.68 0.15 -0.76  0.022
112 H 4.34 -1.54 -0.38  -0.014
113 O -0.26 4.44 0.75  -0.002
114 S -0.53 4.69 -0.67  0.015
115 O -1.93 4.78 -1.13  -0.005
116 O 0.30 6.07 -1.12  0.001
117 C 0.71 6.95 -0.12  -0.016
118 C 1.22 8.24 -0.64  0.001
119 C 0.41 3.37 -1.74  -0.110
120 H 1.46 6.37 0.43  0.002
121 H -0.03 7.00 0.68  0.000
122 H 2.04 8.06 -1.34  0.003
123 H 1.71 8.79 0.17  -0.002
124 H 0.48 8.87 -1.14  0.002
125 H 1.45 3.69 -1.73  0.011
126 H 0.04 3.29 -2.76  0.005
127 H 0.34 2.42 -1.22  0.059
128 O 4.51 -2.58 7.51  0.001
129 S 4.88 -3.02 6.15  -0.004
130 O 5.04 -4.43 5.71  0.001
131 O 3.94 -2.22 4.99  0.004
132 C 2.87 -2.89 4.43  0.020
133 C 2.23 -1.97 3.35  -0.023
134 C 6.35 -2.01 5.67  0.001
135 H 2.16 -3.15 5.21  0.000
136 H 3.21 -3.81 3.94  0.003
137 H 1.38 -2.46 2.87  0.007
138 H 3.02 -1.82 2.61  0.016
139 H 1.90 -0.99 3.70  -0.009
140 H 7.21 -2.21 6.31  0.000
141 H 6.07 -0.97 5.82  0.000
142 H 6.55 -2.18 4.61  0.000
143 O 2.54 -6.81 0.35  0.003
144 S 3.13 -5.45 0.49  -0.105
145 O 2.48 -4.39 1.30  -0.011
146 O 4.76 -5.67 0.95  0.010
147 C 5.56 -4.60 1.43  0.007
148 C 6.05 -5.12 2.79  0.006
149 C 3.36 -4.64 -1.18  0.004
150 H 4.92 -3.75 1.64  -0.002
151 H 6.39 -4.34 0.77  0.001
152 H 6.61 -4.28 3.21  -0.001
153 H 6.69 -6.00 2.86  0.000
154 H 5.26 -5.35 3.51  0.000
155 H 4.20 -5.15 -1.65  -0.010
156 H 3.61 -3.58 -1.11  0.046
157 H 2.39 -4.82 -1.65  0.026



- Which of these has the highest total charge?
  C30H80AsF6N5O10